DFT (wB97M-V/def2-TZVPD) results for C15H17ClN5O6S2W as an isolated structure.

Results
- multiplicity = 1
- charge = +3
- energy relative to the best compared isomer or geometry (same formula, charge and spin) (eV) = 0.000
- HOMO energy (spin up / spin down) (Ha) = -0.6405 / -0.6404

Geometry as XYZ:
```
47
C15H17ClN5O6S2W (wB97M-V/def2-TZVPD)
W 4.301 8.466 14.592
Cl 8.859 13.996 13.251
C 7.571 12.872 13.352
C 6.249 13.289 13.241
C 5.263 12.296 13.305
C 5.490 10.998 13.682
O 4.469 10.134 13.923
C 6.848 10.591 13.984
C 7.169 9.359 14.565
O 6.452 8.336 14.768
C 7.876 11.544 13.726
H 5.990 14.363 12.912
H 4.318 12.721 12.981
H 8.202 9.246 14.875
H 8.955 11.314 13.813
C 5.897 9.910 19.919
N 4.999 9.688 18.736
C 4.086 10.616 18.356
C 3.880 10.329 17.076
N 4.676 9.330 16.638
C 5.281 8.839 17.726
H 5.325 10.264 20.779
H 6.623 10.640 19.676
H 6.304 8.955 20.320
H 3.798 11.386 18.962
H 3.287 10.828 16.340
H 5.936 8.002 17.722
C 4.811 7.714 7.911
N 5.087 7.897 9.363
C 4.282 7.243 10.408
C 5.054 7.739 11.682
O 4.779 7.348 12.928
N 5.948 8.607 11.333
C 5.980 8.683 9.938
N 6.832 9.418 9.316
H 4.432 8.659 7.451
H 4.093 6.973 7.922
H 5.708 7.245 7.488
H 4.170 6.142 10.381
H 3.234 7.689 10.432
H 7.557 9.936 9.832
H 6.963 9.432 8.320
O 2.556 8.126 13.952
S 4.480 5.149 15.241
O 3.270 4.914 14.549
O 4.795 6.561 15.589
S 2.261 8.574 15.504
```

Löwdin atomic charge list, values in e, 4 entries: 1.69, 0.80, -0.64, -0.01

=====

DFT (wB97M-V/def2-TZVPD) results for C50H39I2N6O2P2S5Y as an isolated structure.

Results
- multiplicity = 1
- energy relative to the best compared isomer or geometry (same formula, charge and spin) (eV) = 0.719
- HOMO energy (Ha) = -0.2680

Geometry as XYZ:
```
107
C50H39I2N6O2P2S5Y (wB97M-V/def2-TZVPD)
Y -0.738 -0.089 -1.279
S -3.047 6.193 -5.632
N -3.941 5.243 -4.687
C -3.108 4.340 -4.211
C -3.454 3.285 -3.269
C -4.749 3.101 -2.784
C -4.978 2.133 -1.839
C -3.904 1.364 -1.405
N -2.675 1.501 -1.887
C -2.439 2.447 -2.815
C -1.056 2.579 -3.322
N -0.132 1.709 -2.867
C 1.118 1.831 -3.283
C 1.534 2.817 -4.176
C 0.603 3.698 -4.656
C -0.719 3.585 -4.220
C -1.766 4.498 -4.662
N -1.592 5.519 -5.474
H -5.544 3.734 -3.161
H -5.965 1.948 -1.435
H -4.044 0.615 -0.634
H 1.822 1.109 -2.897
H 2.571 2.857 -4.481
H 0.860 4.484 -5.358
O -2.820 1.329 2.142
C -2.064 1.413 1.197
O -1.526 0.411 0.554
C -1.682 2.779 0.668
C -2.343 3.898 1.148
C -1.997 5.138 0.637
C -0.986 5.211 -0.313
C -0.380 4.035 -0.719
N -0.725 2.835 -0.255
H -3.110 3.767 1.900
H -2.501 6.034 0.978
H -0.671 6.159 -0.732
H 0.427 4.057 -1.450
C 1.268 -3.113 1.079
N 1.779 -2.034 1.917
C 2.648 -1.108 1.230
P 1.831 0.268 0.247
C 1.413 1.420 1.632
C 1.545 2.809 1.557
C 1.114 3.629 2.593
C 0.518 3.077 3.719
C 0.351 1.702 3.797
C 0.789 0.881 2.761
C 3.447 0.899 -0.422
C 3.922 0.361 -1.625
C 5.134 0.774 -2.170
C 5.908 1.726 -1.520
C 5.483 2.224 -0.296
C 4.272 1.808 0.252
C 2.094 -2.381 3.265
C 3.380 -2.272 3.791
C 3.630 -2.630 5.114
C 2.610 -3.113 5.921
C 1.327 -3.224 5.395
C 1.066 -2.852 4.085
P -0.338 -2.735 0.216
C -1.456 -3.173 1.604
C -1.535 -4.491 2.071
C -2.314 -4.804 3.174
C -3.013 -3.801 3.841
C -2.923 -2.491 3.400
C -2.153 -2.179 2.282
C -0.434 -4.245 -0.844
C 0.670 -4.741 -1.542
C 0.550 -5.856 -2.364
C -0.678 -6.484 -2.520
C -1.785 -5.992 -1.844
C -1.661 -4.888 -1.010
H 1.068 -3.978 1.698
H 2.014 -3.405 0.336
H 3.325 -1.614 0.532
H 3.251 -0.564 1.948
H 1.959 3.263 0.671
H 1.229 4.705 2.512
H 0.165 3.718 4.521
H -0.134 1.258 4.661
H 0.619 -0.188 2.825
H 3.336 -0.387 -2.140
H 5.471 0.342 -3.106
H 6.843 2.065 -1.954
H 6.099 2.933 0.247
H 3.996 2.176 1.228
H 4.200 -1.922 3.174
H 4.636 -2.540 5.506
H 2.812 -3.405 6.946
H 0.513 -3.586 6.015
H 0.056 -2.916 3.688
H -0.986 -5.280 1.569
H -2.378 -5.834 3.513
H -3.629 -4.048 4.699
H -3.463 -1.699 3.907
H -2.110 -1.157 1.945
H 1.628 -4.253 -1.485
H 1.422 -6.223 -2.893
H -0.770 -7.351 -3.166
H -2.758 -6.461 -1.963
H -2.538 -4.530 -0.482
S 1.063 -1.600 -2.619
S 1.085 -1.173 -4.624
S -0.790 -1.760 -5.237
S -2.016 -0.510 -4.188
I -3.099 -1.785 -2.258
I -4.860 -2.829 -0.131
```

Löwdin atomic charge list, values in e, 4 entries: 0.78, 1.02, -0.20, -0.30

=====

DFT (wB97M-V/def2-TZVPD) results for C41H68AsI2N8OSi6TeZn as an isolated structure.

Results
- multiplicity = 1
- charge = -1
- energy relative to the best compared isomer or geometry (same formula, charge and spin) (eV) = 0.623
- HOMO energy (Ha) = -0.1456

Geometry as XYZ:
```
129
C41H68AsI2N8OSi6TeZn (wB97M-V/def2-TZVPD)
Zn -0.845 1.906 0.623
I -1.381 6.658 2.799
C -0.268 6.131 1.125
C 0.616 7.066 0.575
C 1.402 6.773 -0.510
I 2.675 8.248 -1.260
C 1.354 5.477 -1.084
C 2.138 5.029 -2.168
C 2.037 3.735 -2.599
C 1.151 2.865 -1.942
N 0.391 3.259 -0.952
C 0.461 4.536 -0.522
C -0.435 4.849 0.587
O -1.257 3.983 1.001
H 0.672 8.048 1.027
H 2.823 5.717 -2.648
H 2.632 3.382 -3.430
H 1.063 1.819 -2.226
C -3.308 -5.408 2.457
C -3.279 -5.450 0.933
C -1.890 -5.790 0.401
C -3.867 -4.179 0.309
N -3.419 -2.945 0.932
C -2.202 -2.445 1.176
N -2.324 -1.291 1.779
N -3.651 -1.087 1.901
N -4.316 -2.062 1.403
H -3.028 -6.379 2.868
H -4.301 -5.153 2.833
H -2.609 -4.667 2.850
H -3.958 -6.247 0.609
H -1.147 -5.044 0.690
H -1.886 -5.854 -0.689
H -1.552 -6.749 0.798
H -4.948 -4.168 0.434
H -3.651 -4.127 -0.758
H -1.279 -2.906 0.872
C -3.952 3.530 2.745
Si -3.109 2.380 3.962
C -2.853 3.279 5.605
C -4.392 1.040 4.311
As -0.989 1.871 3.147
Si -0.372 -0.017 4.353
C 0.812 -1.109 3.373
C -1.665 -1.172 5.093
C 0.639 0.582 5.835
H -4.885 3.904 3.179
H -4.196 2.978 1.834
H -3.318 4.371 2.459
H -3.794 3.691 5.981
H -2.130 4.089 5.490
H -2.462 2.589 6.359
H -5.093 1.446 5.048
H -3.990 0.107 4.697
H -4.939 0.799 3.399
H 0.317 -1.577 2.520
H 1.217 -1.895 4.020
H 1.654 -0.523 2.995
H -2.344 -1.567 4.339
H -2.261 -0.670 5.858
H -1.144 -2.008 5.572
H 1.500 1.159 5.490
H 0.997 -0.254 6.443
H 0.045 1.244 6.471
C -1.035 0.717 -6.789
Si -0.472 1.297 -5.082
C -1.296 2.944 -4.728
C 1.402 1.465 -5.258
Si -1.060 -0.306 -3.469
Te -2.020 0.341 -1.262
Si 0.644 -1.908 -3.414
C 2.354 -1.232 -3.002
C 0.836 -2.719 -5.109
C 0.205 -3.238 -2.155
Si -3.016 -1.338 -4.306
C -4.281 0.021 -4.606
C -2.851 -2.337 -5.901
C -3.722 -2.542 -3.044
H -0.616 1.380 -7.552
H -2.122 0.737 -6.885
H -0.695 -0.298 -7.005
H -0.900 3.727 -5.381
H -1.174 3.260 -3.692
H -2.370 2.854 -4.914
H 1.648 2.352 -5.850
H 1.782 0.592 -5.797
H 1.940 1.517 -4.313
H 2.752 -0.667 -3.848
H 3.035 -2.068 -2.811
H 2.378 -0.575 -2.134
H 1.226 -2.005 -5.839
H -0.105 -3.109 -5.498
H 1.547 -3.548 -5.044
H 0.000 -2.792 -1.179
H 1.025 -3.955 -2.047
H -0.691 -3.785 -2.461
H -3.985 0.669 -5.434
H -4.392 0.641 -3.715
H -5.254 -0.415 -4.850
H -2.383 -1.785 -6.716
H -3.857 -2.627 -6.223
H -2.282 -3.256 -5.741
H -3.915 -2.035 -2.097
H -3.028 -3.366 -2.859
H -4.661 -2.963 -3.419
N 5.917 0.465 2.828
C 7.059 -0.296 2.950
C 8.206 -0.157 3.724
C 9.171 -1.135 3.582
C 9.000 -2.213 2.699
C 7.858 -2.343 1.936
C 6.871 -1.366 2.067
N 5.645 -1.256 1.434
C 5.114 -0.165 1.911
C 3.793 0.357 1.531
C 3.335 1.595 1.969
C 2.073 2.015 1.588
N 1.281 1.271 0.819
C 1.711 0.082 0.410
C 2.964 -0.412 0.725
H 5.690 1.294 3.345
H 8.339 0.673 4.406
H 10.081 -1.069 4.165
H 9.783 -2.956 2.621
H 7.717 -3.172 1.255
H 3.925 2.248 2.598
H 1.674 2.968 1.915
H 1.008 -0.485 -0.193
H 3.288 -1.381 0.376
```

Löwdin atomic charge list, values in e, 4 entries: 0.20, 0.92, -0.65, -0.25

=====

DFT (wB97M-V/def2-TZVPD) results for an isolated ion of composition C5H12NO and charge -1.

Results
- structure (SMILES) = NCCCCC[O-]
- multiplicity = 1
- charge = -1
- energy relative to the best compared isomer or geometry (same formula, charge and spin) (eV) = 2.181
- HOMO energy (Ha) = -0.0780

Geometry as XYZ:
```
19
C5H12NO (wB97M-V/def2-TZVPD)
C -1.646 1.457 -0.539
O -2.569 2.176 0.147
C -1.734 0.032 -0.084
C -0.697 -0.922 -0.644
C 0.777 -0.641 -0.575
C 1.322 -0.413 0.879
N 2.780 -0.096 1.034
H -0.518 1.798 -0.309
H -1.767 1.552 -1.683
H -2.899 -0.364 -0.273
H -1.864 -0.012 1.083
H -0.716 -0.833 -1.839
H -1.009 -1.917 -0.384
H 1.357 -1.370 -0.979
H 0.842 0.396 -1.095
H 1.045 -1.230 1.574
H 0.739 0.473 1.293
H 2.973 0.490 1.794
H 3.585 -0.576 0.600
```

Löwdin atomic charge list, values in e, 4 entries: -0.60, -0.40, -0.29, -0.28

=====

DFT (wB97M-V/def2-TZVPD) results for the molecule C4H8O2.

Results
- structure (SMILES) = C[C@H](C=O)CO
- multiplicity = 1
- energy relative to the best compared isomer or geometry (same formula, charge and spin) (eV) = 2.517
- HOMO energy (Ha) = -0.3616

Geometry as XYZ:
```
14
C4H8O2 (wB97M-V/def2-TZVPD)
C -0.759 -0.797 0.744
C -0.032 0.631 0.121
C 1.295 0.136 -0.431
O 1.520 -1.139 0.142
C -1.089 1.032 -0.883
O -2.135 1.557 -0.570
H -1.506 -0.333 1.359
H -0.307 -1.629 1.345
H -1.180 -1.338 -0.118
H 0.067 1.462 0.854
H 1.248 -0.018 -1.516
H 2.170 0.756 -0.212
H 1.633 -0.996 1.091
H -0.924 0.679 -1.926
```

Löwdin atomic charge list, values in e, 4 entries: -0.02, -0.22, -0.25, -0.12

=====

DFT (wB97M-V/def2-TZVPD) results for C20H18Cl2F5N2O5TeZr as an isolated structure.

Results
- multiplicity = 1
- charge = +1
- energy relative to the best compared isomer or geometry (same formula, charge and spin) (eV) = 1.221
- HOMO energy (Ha) = -0.4391

Geometry as XYZ:
```
54
C20H18Cl2F5N2O5TeZr (wB97M-V/def2-TZVPD)
Zr 0.051 0.782 0.314
Cl 8.038 -0.476 -2.294
C 6.425 -0.191 -1.757
C 6.219 0.467 -0.550
C 4.925 0.695 -0.123
C 3.852 0.263 -0.902
C 4.073 -0.399 -2.109
C 5.364 -0.626 -2.542
C 2.488 0.502 -0.447
O 1.476 0.057 -1.114
O 2.211 1.150 0.611
H 7.066 0.788 0.038
H 4.736 1.200 0.814
H 3.230 -0.729 -2.700
H 5.559 -1.134 -3.475
F -4.456 0.526 0.471
Te -2.917 -0.014 1.316
F -3.557 0.565 2.927
F -3.741 -1.663 1.334
F -2.364 1.796 1.064
F -0.083 1.534 2.055
O -1.728 -0.301 -0.057
Cl -0.933 -7.473 2.884
C -0.828 -5.771 2.655
C 0.250 -5.248 1.946
C 0.332 -3.885 1.765
C -0.663 -3.049 2.281
C -1.736 -3.589 2.995
C -1.820 -4.953 3.183
C -0.565 -1.618 2.055
O -1.587 -0.881 2.504
O 0.401 -1.081 1.486
H 1.004 -5.912 1.549
H 1.161 -3.455 1.220
H -2.499 -2.941 3.401
H -2.640 -5.390 3.734
N -0.026 2.749 -0.763
C 0.163 3.798 -0.279
N 0.343 4.950 0.246
C -0.767 5.661 0.926
C -1.154 6.902 0.119
C 0.043 7.440 -0.680
C 1.351 7.175 0.060
C 1.635 5.674 0.110
H -0.398 5.921 1.918
H -1.590 4.962 1.053
H -1.512 7.657 0.820
H -1.982 6.672 -0.551
H -0.082 8.505 -0.866
H 0.085 6.956 -1.660
H 1.299 7.583 1.072
H 2.191 7.663 -0.431
H 2.276 5.403 0.949
H 2.103 5.334 -0.814
```

Löwdin atomic charge list, values in e, 4 entries: 1.93, 0.72, -0.65, -0.08

=====

DFT (wB97M-V/def2-TZVPD) results for a 8-piece molecular cluster, C31H76NO10 overall.

Results
- multiplicity = 1
- charge = -1
- HOMO energy (Ha) = -0.1578

Geometry as XYZ:
```
118
C31H76NO10 (wB97M-V/def2-TZVPD)
C 1.154 -2.221 -2.559
N 0.677 -3.076 -1.406
O 0.404 -4.342 -1.767
C 1.576 -2.988 -0.193
C 1.091 -1.614 0.627
O 1.968 -0.732 1.158
O -0.397 -1.420 0.675
H 0.762 -2.594 -3.623
H 2.325 -2.062 -2.597
H 0.668 -1.148 -2.419
H 0.771 -4.560 -2.682
H 1.465 -3.951 0.491
H 2.718 -2.871 -0.428
C 3.496 -4.077 -6.314
C 3.502 -5.244 -5.342
O 2.209 -5.803 -5.115
C 1.540 -6.332 -6.257
C 2.297 -7.460 -6.934
H 2.825 -3.287 -5.961
H 4.504 -3.662 -6.419
H 3.153 -4.376 -7.307
H 3.864 -4.890 -4.370
H 4.200 -6.025 -5.663
H 1.306 -5.530 -6.963
H 0.577 -6.719 -5.903
H 3.264 -7.128 -7.320
H 1.719 -7.857 -7.776
H 2.489 -8.274 -6.226
C 2.965 1.339 -2.333
C 3.709 0.880 -3.575
O 2.958 1.036 -4.779
C 2.560 2.364 -5.108
C 3.726 3.318 -5.295
H 2.017 0.799 -2.233
H 3.569 1.159 -1.438
H 2.730 2.405 -2.369
H 3.927 -0.189 -3.480
H 4.678 1.384 -3.667
H 1.853 2.742 -4.363
H 2.005 2.299 -6.052
H 4.310 3.433 -4.378
H 3.365 4.310 -5.588
H 4.404 2.947 -6.071
C 9.177 -1.502 -5.013
C 7.746 -0.995 -5.040
O 6.823 -1.861 -4.380
C 7.060 -2.100 -2.995
C 7.028 -0.841 -2.147
H 9.239 -2.498 -5.465
H 9.832 -0.822 -5.567
H 9.562 -1.582 -3.995
H 7.416 -0.924 -6.082
H 7.675 0.017 -4.626
H 7.999 -2.645 -2.861
H 6.264 -2.773 -2.654
H 7.812 -0.135 -2.436
H 7.173 -1.088 -1.091
H 6.068 -0.326 -2.260
C -4.491 2.626 -0.266
C -4.764 1.347 -1.038
O -3.584 0.727 -1.546
C -2.614 0.327 -0.582
C -3.138 -0.685 0.422
H -3.955 3.346 -0.894
H -5.431 3.080 0.064
H -3.878 2.446 0.619
H -5.390 1.585 -1.904
H -5.336 0.633 -0.433
H -2.196 1.204 -0.080
H -1.788 -0.130 -1.140
H -3.959 -0.278 1.020
H -2.342 -0.988 1.110
H -3.517 -1.575 -0.091
C -6.626 4.044 4.439
C -6.899 2.765 3.668
O -5.719 2.144 3.159
C -4.749 1.744 4.124
C -5.273 0.733 5.128
H -6.089 4.763 3.811
H -7.566 4.498 4.770
H -6.013 3.863 5.325
H -7.525 3.003 2.801
H -7.471 2.051 4.272
H -4.331 2.621 4.625
H -3.923 1.287 3.565
H -6.094 1.139 5.725
H -4.477 0.429 5.816
H -5.652 -0.157 4.614
C -3.240 -2.700 6.363
C -3.568 -2.953 4.902
O -3.013 -1.979 4.018
C -1.593 -1.860 4.019
C -0.877 -3.140 3.627
H -3.586 -1.706 6.668
H -3.723 -3.450 6.998
H -2.165 -2.743 6.553
H -4.654 -2.909 4.772
H -3.262 -3.959 4.595
H -1.246 -1.492 4.989
H -1.345 -1.081 3.288
H -1.078 -3.952 4.330
H 0.206 -2.980 3.602
H -1.205 -3.476 2.637
C -1.052 6.628 5.732
C -2.185 5.670 6.056
O -2.917 6.030 7.227
C -3.560 7.301 7.205
C -4.583 7.445 6.093
H -0.358 6.700 6.576
H -0.500 6.283 4.852
H -1.417 7.636 5.524
H -1.763 4.677 6.244
H -2.866 5.558 5.204
H -2.814 8.101 7.165
H -4.072 7.409 8.169
H -4.125 7.359 5.104
H -5.075 8.422 6.150
H -5.346 6.662 6.169
```

Löwdin atomic charge list, values in e, 4 entries: -0.08, -0.32, -0.10, -0.11

=====

Going through the records in order, we get maximum force values of 3.09; 1.80; 0.32; 5.67; 1.93; 0.56; 7.98 eV Å⁻¹.
Going through the records in order, we get DFT total energy values of -71558.6357; -155525.7616; -237615.4741; -8914.8822; -8370.7645; -81456.2117; -55338.2473 eV.